(1)
Computed, not measured: C19H48B2NO28 as an isolated structure in a non-equilibrium geometry, with wB97M-V/def2-TZVPD.

```
98
Properties=species:S:1:pos:R:3
C -15.203 -39.253 20.130
O -16.151 -38.586 20.602
H -14.750 -39.367 24.980
H -16.917 -36.233 23.366
H -14.069 -43.233 29.964
H -15.735 -45.682 27.256
H -16.044 -42.299 30.118
C -17.547 -43.483 23.299
O -17.693 -40.095 21.912
H -17.125 -42.824 17.628
O -19.574 -40.096 23.152
O -18.930 -40.378 26.123
H -14.995 -44.968 25.957
C -13.519 -44.931 27.525
H -22.028 -38.970 19.660
C -18.937 -39.900 22.095
C -14.968 -44.867 27.010
H -23.713 -38.691 20.003
O -18.726 -43.426 22.930
H -14.201 -36.594 21.594
O -22.874 -38.594 19.300
C -14.234 -41.395 27.068
C -16.704 -43.326 22.169
C -14.176 -40.359 23.279
H -12.399 -39.480 18.408
O -19.553 -42.467 20.828
O -21.672 -42.242 23.274
O -17.549 -43.213 18.370
H -13.234 -40.878 27.412
O -14.330 -35.700 21.009
C -14.833 -41.267 31.462
H -18.201 -38.312 18.386
C -15.172 -41.655 29.980
C -15.461 -43.483 27.406
H -17.257 -42.798 19.094
H -14.954 -40.509 22.711
O -17.179 -43.825 24.471
C -14.033 -42.386 29.310
H -12.840 -45.612 26.961
H -13.899 -40.807 31.444
H -13.324 -41.680 29.584
H -13.095 -37.434 18.677
H -14.871 -35.756 20.364
H -15.546 -41.435 25.573
H -13.059 -39.847 25.055
H -13.501 -41.227 22.825
H -18.781 -40.791 25.187
H -13.609 -45.283 28.640
O -16.615 -41.387 16.474
C -20.433 -43.065 20.173
O -14.847 -41.490 19.275
H -13.018 -44.229 18.954
H -21.111 -41.577 22.925
O -17.307 -43.187 21.089
H -15.704 -40.747 31.820
O -16.812 -40.732 19.727
O -13.884 -43.929 18.596
B -17.353 -39.572 20.555
O -12.939 -37.687 17.731
H -14.737 -42.010 32.149
H -22.440 -42.302 22.753
H -16.140 -43.027 26.686
H -16.463 -35.042 18.823
H -16.145 -43.669 28.463
H -12.843 -43.488 26.356
H -14.848 -40.491 27.372
H -13.755 -39.374 22.901
H -12.121 -43.347 27.815
O -16.078 -35.833 18.679
O -21.063 -45.246 19.731
C -14.101 -40.121 24.748
O -17.618 -37.987 17.701
H -17.894 -38.296 16.756
O -20.660 -39.009 20.665
H -15.577 -40.714 29.516
H -14.054 -43.137 18.949
H -16.836 -36.554 18.511
O -12.346 -40.431 18.573
C -20.205 -44.464 20.172
C -13.115 -43.463 27.340
N -14.255 -42.672 27.876
O -19.241 -44.764 20.863
H -13.498 -38.394 17.465
O -14.182 -38.827 19.987
O -17.229 -37.085 22.942
C -19.527 -39.337 20.891
H -12.890 -40.289 19.308
H -14.262 -42.253 24.844
H -15.768 -40.822 16.658
C -14.395 -41.381 25.606
O -18.651 -39.101 19.990
H -17.436 -40.798 16.255
B -18.692 -43.497 21.412
H -18.581 -40.934 26.720
H -17.077 -36.943 22.014
O -21.182 -42.425 19.574
O -15.413 -43.660 22.247
C -15.591 -40.511 19.585
```

2S+1 ... 1
Total charge ... -1
Lowest unoccupied orbital energy ... 0.8 eV
Energy relative to the best compared isomer or geometry (same formula, charge and spin) ... 47.16 kcal/mol

(2)
Computed, not measured: a 8-piece molecular cluster, C19H48BCl2IN9O22P3S overall in a non-equilibrium geometry, with wB97M-V/def2-TZVPD.

```
106
Properties=species:S:1:pos:R:3
O -2.329 -2.509 0.826
O 1.052 -0.641 -2.391
C 3.361 -1.412 1.558
H -2.317 -0.805 5.754
C 0.947 0.649 -1.889
C -0.243 0.609 -0.836
O 4.671 6.677 -6.582
C -7.641 -0.093 -2.305
H -2.677 3.182 -1.180
H 0.265 2.591 -2.496
O 2.114 6.905 0.812
O -5.817 -3.318 -0.185
O -0.475 -0.702 -0.463
C 2.054 2.251 -3.610
H -7.250 0.475 -1.470
O 4.403 6.270 -8.677
Cl -0.428 1.152 -4.213
O -4.529 -0.934 4.779
N -2.050 2.692 -1.807
H 3.146 4.241 1.766
H 3.852 5.856 2.114
O 2.054 5.099 -0.374
H 3.305 3.989 -3.457
C 3.557 5.154 1.344
C 2.413 0.962 -1.255
O 3.339 1.148 5.348
H -3.935 -1.573 -2.715
H 1.005 -2.908 -2.263
C 2.591 3.450 -2.840
H 2.784 1.474 -3.772
O 5.282 0.831 6.232
H -0.473 -2.382 -3.666
H -2.079 -3.864 -2.245
H -2.391 2.820 -2.751
H -6.520 -4.628 1.921
N 2.238 -3.601 5.518
H -3.493 1.553 -0.024
C 1.827 -2.084 -0.313
O 2.829 -4.294 6.325
O -4.535 -5.048 -0.291
S -0.288 1.102 2.463
H 4.379 4.922 0.675
H 1.973 -0.123 0.680
H -4.891 -5.365 2.054
C 2.296 -4.019 4.090
Cl 1.776 2.909 -5.332
O -0.361 -3.362 1.840
C 2.010 -1.182 0.891
C -3.403 -2.144 -1.957
H -3.026 -1.424 -1.243
C 4.288 4.484 -7.196
P -0.192 1.837 0.620
N 4.467 5.927 -7.511
H 1.757 4.109 -2.626
B -1.033 -3.005 0.639
C 3.440 -0.210 7.190
H 2.707 0.390 7.720
O -6.900 -0.728 -4.386
H 1.732 -3.312 3.490
N 3.555 -0.479 2.693
H 4.124 3.954 -8.126
O 1.610 -2.604 5.804
H 2.955 -1.024 6.659
N 4.076 0.669 6.171
H 2.682 -1.925 -0.971
O -0.426 -3.271 -0.519
C -5.456 -4.490 1.758
N 2.484 5.780 0.522
P 0.330 -1.925 -1.454
H -1.632 -1.673 4.341
H 2.705 0.040 2.866
H 1.897 -3.119 0.021
P -2.005 0.968 -1.514
H 1.275 -1.365 1.676
H -2.240 -1.682 1.320
H 3.434 4.374 -6.529
H -1.400 -1.030 -3.136
H -7.831 -1.124 -2.023
H 3.342 -4.029 3.800
C -1.038 -2.003 -2.821
O 3.358 0.379 -1.786
H 4.176 -1.291 0.846
H 4.305 0.168 2.515
C -2.198 -0.810 4.677
H 4.212 -0.575 7.858
O -2.855 0.838 -0.090
H 3.107 3.128 -1.946
H -8.533 0.367 -2.720
H 5.194 4.146 -6.702
H 3.384 -2.421 1.979
O -5.572 0.464 -3.157
H 0.821 2.768 0.433
H -1.365 2.588 0.474
H 1.866 -5.014 4.030
C -2.252 -2.870 -2.629
O -3.563 -0.898 2.849
O 2.484 1.808 -0.325
H -4.125 -2.804 -1.495
H -5.099 -3.597 2.263
N -5.254 -4.276 0.300
I -2.980 -3.379 -4.712
N -6.610 -0.115 -3.380
H -1.733 0.105 4.315
C 0.731 1.741 -2.982
N -3.549 -0.891 4.053
H -1.031 -3.635 2.470
```

2S+1 ... 1
Total charge ... -2
Lowest unoccupied orbital energy ... 3.5 eV

(3)
Computed, not measured: a 7-piece molecular cluster, C19H48F9N4O13S3 overall in a non-equilibrium geometry, with wB97M-V/def2-TZVPD.

```
96
Properties=species:S:1:pos:R:3
N -20.632 1.966 14.827
O -32.642 3.511 11.757
O -13.676 2.319 15.542
O -29.047 -10.488 13.087
H -28.202 -10.530 9.677
F -31.992 -5.779 16.794
H -18.168 11.458 18.418
H -29.870 -11.388 11.244
H -24.053 -0.205 12.614
C -28.939 -10.997 11.653
O -18.605 5.603 4.477
C -12.263 4.847 15.462
C -18.353 13.908 15.417
C -32.000 -4.466 16.996
S -30.808 -3.765 15.680
H -28.259 -11.841 11.768
S -12.721 3.124 16.323
C -21.890 2.284 12.754
O -29.434 -4.308 15.982
C -21.123 3.038 13.894
O -20.082 4.036 5.646
C -31.563 4.429 11.593
H -20.560 14.063 15.446
C -17.471 14.859 14.528
H -29.875 -11.038 14.868
H -34.009 1.420 12.010
O -11.442 2.461 16.267
C -27.105 -9.248 11.085
H -19.891 4.661 14.291
C -32.747 2.533 10.728
H -21.214 1.878 12.001
H -22.482 3.027 12.220
H -17.737 14.918 17.023
C -19.011 11.928 17.910
H -19.863 15.536 15.767
H -28.990 -8.254 9.783
H -22.692 -0.080 11.687
C -29.662 -11.477 13.893
H -28.971 -12.316 13.972
H -17.348 15.839 14.990
O -13.236 3.480 17.673
H -30.186 -9.423 10.010
H -19.058 3.360 13.281
H -24.061 1.203 11.579
C -17.991 13.863 16.924
H -19.823 11.675 18.591
O -22.799 1.305 13.149
H -33.241 -0.250 10.036
C -19.942 3.975 13.446
H -17.931 14.913 13.541
N -29.428 -8.899 10.425
C -34.049 0.480 10.008
H -31.599 4.936 10.629
H -19.862 14.930 14.296
H -21.815 3.619 14.504
F -12.802 4.821 14.246
H -30.605 3.926 11.727
N -19.769 14.664 15.266
H -19.188 11.401 16.972
H -19.933 2.330 15.459
F -33.257 -3.912 17.012
O -19.110 5.923 6.887
H -36.002 2.136 11.164
F -10.970 5.062 15.393
S -18.932 4.987 5.767
H -34.239 0.825 8.992
H -35.064 3.369 11.413
O -19.016 13.396 17.790
H -20.132 1.189 14.421
H -34.944 -0.096 10.244
N -35.165 2.571 10.803
F -16.971 3.064 5.351
H -20.236 4.524 12.552
H -27.130 -8.619 11.975
F -16.344 5.018 6.220
O -30.904 -2.329 15.833
H -18.508 12.912 15.004
C -17.310 4.083 6.260
H -32.628 2.960 9.732
H -31.745 5.164 12.377
H -26.292 -9.920 11.358
H -17.007 13.417 17.066
H -26.734 -8.584 10.304
H -30.522 -11.919 13.389
C -33.982 1.663 10.948
F -12.792 5.903 16.219
H -35.368 2.944 9.887
O -31.288 -4.213 14.379
C -28.394 -10.002 10.611
H -21.339 1.670 15.485
F -31.393 -4.246 18.153
H -16.499 14.394 14.363
C -23.415 0.567 12.183
F -17.367 3.569 7.537
H -29.891 -8.433 11.192
H -31.859 1.902 10.751
```

2S+1 ... 1
Total charge ... +1
Lowest unoccupied orbital energy ... -3.2 eV
Energy relative to the best compared isomer or geometry (same formula, charge and spin) ... 22.85 kcal/mol

(4)
Computed, not measured: a 3-piece molecular cluster, C19H48N7O7P3 overall in a non-equilibrium geometry, with wB97M-V/def2-TZVPD.

```
84
Properties=species:S:1:pos:R:3
H -1.193 5.368 -0.164
H -3.378 -0.033 -6.609
N 1.009 -0.201 -6.348
C 0.047 -3.576 4.908
H 5.835 -3.922 4.466
H -1.634 0.926 3.659
N -1.397 -0.406 -5.916
N -0.983 2.858 -0.093
H 3.086 -0.075 -6.822
C 2.378 0.313 -6.085
H 1.564 -2.734 -3.716
H -1.930 -2.350 -5.318
C 0.979 2.633 2.532
H 0.856 3.899 0.044
H -1.337 4.261 3.898
N -0.437 2.329 2.626
H -2.349 3.750 -1.440
H -3.561 -1.068 5.107
C 2.409 -3.249 5.058
H -2.106 0.885 -7.433
H 0.512 1.303 -7.780
C -0.600 1.068 3.344
H -2.775 5.361 0.647
H 1.176 -2.271 3.280
H -2.418 -1.948 -6.954
C 0.795 -4.834 5.627
H 2.752 -0.004 -5.111
O -1.576 -1.333 4.460
P 4.151 -2.672 4.627
O -1.015 0.835 -3.939
H -1.395 2.432 -2.143
C 0.647 -0.626 -2.612
H 1.506 -0.029 -8.408
H 1.431 -1.197 -2.101
H -1.948 -4.600 5.069
H 0.981 -2.531 -5.331
H -0.175 -2.800 -4.004
H -0.745 -2.283 -6.650
C 1.264 -3.215 3.917
H 0.987 2.152 -0.301
H -2.703 2.068 -1.043
H 1.505 1.933 1.874
H 1.173 3.653 2.200
H -0.298 0.213 2.729
H -0.180 -0.299 -8.121
H -1.276 -4.545 3.281
O 4.245 -1.021 5.127
C -1.626 -1.803 -6.214
H -2.932 -2.580 3.032
O 2.206 -4.571 5.622
H -0.005 1.050 4.266
O -2.124 1.301 1.274
C -1.693 5.447 0.801
C -2.420 0.474 -6.466
H 0.502 3.295 -1.541
O 0.173 -5.807 6.070
O 4.280 -2.630 2.920
H 2.406 1.408 -6.111
H 1.453 2.570 3.519
H -0.008 -2.847 5.796
C -2.226 -2.603 3.989
N 5.315 -3.551 5.278
N 0.672 -0.858 -4.054
H -2.796 4.886 3.128
H 1.499 -4.200 3.367
C -2.783 -1.847 5.374
P -1.651 2.751 1.474
H 2.114 -2.546 5.921
H 3.309 -0.716 5.058
H 3.929 -1.734 2.685
H -1.349 5.905 3.314
C -1.701 4.895 3.089
H -2.618 1.319 -5.802
H 0.846 0.423 -2.380
C 0.689 0.223 -7.723
H -0.317 -0.907 -2.175
H -2.150 -1.884 6.310
C 0.747 -2.288 -4.295
C -1.341 -4.037 4.293
P -0.103 0.309 -5.060
H -1.474 6.462 1.149
C -1.892 2.774 -1.231
N -1.203 4.446 1.764
C 0.396 3.055 -0.479
```

2S+1 ... 1
Lowest unoccupied orbital energy ... -0.9 eV

What is the 2S+1 in the fourth record? 1